DFT (the ωB97M-V functional and the def2-TZVPD basis) results for a molecular structure, C26H37BaN10O4S.

The geometry in XYZ format:
```
79
Properties=species:S:1:pos:R:3:mulliken_charge:R:1
Ba -0.416 -0.822 0.707 1.63
C -5.403 5.692 -0.381 -0.81
O -5.707 5.265 -1.695 -0.45
C -6.124 3.985 -1.862 0.93
C -6.431 3.612 -3.170 -0.65
C -6.884 2.338 -3.432 -0.21
C -6.984 1.393 -2.410 -0.06
C -6.698 1.771 -1.107 -0.57
C -6.278 3.068 -0.829 -0.36
N -7.512 0.119 -2.798 -0.30
N -7.084 -0.960 -2.362 -0.63
C -5.946 -1.026 -1.489 -0.06
C -6.092 -1.618 -0.267 -0.37
C -5.020 -1.707 0.631 -0.53
C -3.751 -1.257 0.315 0.84
O -2.753 -1.318 1.162 -0.94
C -3.559 -0.732 -1.017 -0.40
N -2.299 -0.366 -1.400 -0.32
C -2.105 0.115 -2.608 -0.35
C -3.128 0.259 -3.554 -1.00
C -4.393 -0.118 -3.208 -0.52
C -4.657 -0.612 -1.912 0.93
H -5.070 6.723 -0.468 0.24
H -4.603 5.089 0.057 0.31
H -6.283 5.651 0.264 0.34
H -6.334 4.349 -3.956 0.45
H -7.170 2.047 -4.435 0.47
H -6.812 1.071 -0.292 0.46
H -6.084 3.347 0.197 0.40
H -7.067 -1.990 0.023 0.41
H -5.170 -2.140 1.612 0.43
H -1.090 0.401 -2.869 0.40
H -2.904 0.645 -4.538 0.41
H -5.198 -0.052 -3.927 0.60
N -0.064 0.535 3.717 -0.46
N 0.623 -0.294 4.619 -0.21
C 1.126 -1.481 4.215 0.49
N 1.688 -2.259 5.132 -0.37
N 1.007 -1.717 2.912 -0.41
N 1.510 -2.845 2.364 1.59
O 2.184 -3.657 2.966 -0.75
O 1.223 -2.938 1.167 -0.85
H 0.343 1.462 3.759 0.26
H -1.042 0.580 3.987 0.26
H 0.555 -0.099 5.607 0.17
H 1.709 -1.991 6.101 0.17
H 2.092 -3.138 4.846 0.20
C 7.049 -1.125 3.149 -1.21
C 6.639 -0.086 2.111 -0.06
C 5.300 0.587 2.403 -0.54
C 4.124 -0.380 2.497 -1.07
N 3.968 -1.210 1.308 0.10
C 3.376 -0.819 0.162 0.14
S 2.523 0.648 0.040 -0.26
N 3.504 -1.659 -0.870 -0.21
C 3.030 -1.422 -2.232 -0.80
C 3.935 -0.509 -3.051 -0.46
C 5.308 -1.084 -3.396 -0.59
C 6.306 -1.118 -2.239 -0.96
H 8.049 -1.507 2.949 0.39
H 6.376 -1.986 3.165 0.25
H 7.053 -0.696 4.154 0.29
H 6.611 -0.542 1.116 -0.10
H 7.405 0.689 2.053 0.41
H 5.077 1.322 1.627 0.30
H 5.359 1.133 3.349 0.43
H 3.195 0.170 2.643 0.10
H 4.248 -1.065 3.339 0.54
H 4.549 -2.034 1.266 0.33
H 4.012 -2.515 -0.714 0.35
H 2.028 -0.995 -2.176 0.14
H 2.948 -2.403 -2.703 0.52
H 4.048 0.438 -2.516 0.27
H 3.398 -0.276 -3.974 0.40
H 5.732 -0.478 -4.198 0.35
H 5.190 -2.089 -3.816 0.28
H 6.329 -0.159 -1.716 0.24
H 7.313 -1.322 -2.602 0.44
H 6.072 -1.890 -1.504 0.17
```

The calculation puts the HOMO energy at -8.96 eV. The calculation puts the max |F| at 0.0136 hartree/bohr. As for the total charge: +1. For the orbital gap, the calculation gives 5.62 eV. The electronic energy is -2284.9269 a.u.

***

DFT (the ωB97M-V functional and the def2-TZVPD basis) results for 7 unconnected molecules or ions with the total composition C17H26FN6O6P at a distorted geometry.

The geometry in XYZ format:
```
57
Properties=species:S:1:pos:R:3:mulliken_charge:R:1
O 3.982 1.716 -0.535 -0.50
C 2.783 1.569 -0.597 0.20
O 2.186 0.401 -0.981 -0.30
C 2.251 -0.598 0.036 -0.56
C 2.784 -1.879 -0.580 -0.76
C 3.143 -2.871 0.463 0.44
O 2.662 -3.958 0.656 -0.42
F 4.138 -2.426 1.256 -0.29
C 0.905 -0.765 0.729 -0.78
P -0.519 -1.034 -0.357 1.06
O -0.729 0.037 -1.327 -0.62
O -0.408 -2.466 -1.044 -0.43
O -1.754 -1.203 0.642 -0.52
H 2.107 2.383 -0.328 0.39
H 2.963 -0.305 0.797 0.71
H 2.129 -2.316 -1.318 0.24
H 3.711 -1.612 -1.077 0.40
H 0.677 0.156 1.256 0.57
H 0.965 -1.532 1.493 0.52
H -1.066 -3.063 -0.652 0.21
H -1.526 -0.879 1.528 0.28
C -2.720 1.746 -3.196 -0.59
C -4.007 2.422 -3.306 0.34
N -5.013 2.964 -3.392 -0.45
H -2.789 0.913 -2.501 0.14
H -2.415 1.372 -4.171 0.29
H -1.969 2.441 -2.830 0.24
C -4.292 0.892 3.470 -0.88
C -2.904 0.834 3.036 0.53
N -1.817 0.791 2.679 -0.52
H -4.899 1.348 2.691 0.28
H -4.656 -0.115 3.664 0.28
H -4.368 1.484 4.379 0.31
C -5.132 6.619 -3.623 -0.52
C -3.841 7.027 -3.082 0.30
N -2.826 7.345 -2.657 -0.36
H -5.233 5.538 -3.559 0.11
H -5.933 7.088 -3.055 0.24
H -5.208 6.924 -4.664 0.24
C 0.506 -5.998 -0.547 -0.34
C -0.847 -5.474 -0.442 0.46
N -1.904 -5.036 -0.361 -0.55
H 0.659 -6.792 0.180 0.32
H 0.668 -6.390 -1.550 0.33
H 1.221 -5.202 -0.355 -0.14
C 4.630 -5.588 2.777 -0.82
C 3.485 -6.340 2.281 0.48
N 2.590 -6.931 1.881 -0.46
H 5.198 -5.194 1.937 0.23
H 4.287 -4.762 3.394 0.25
H 5.268 -6.239 3.371 0.34
C 2.263 5.929 1.051 -0.85
C 1.917 4.641 1.638 0.42
N 1.645 3.627 2.097 -0.39
H 1.914 6.732 1.696 0.32
H 3.342 6.002 0.938 0.27
H 1.793 6.027 0.075 0.28
```

The calculation puts the HOMO energy at -10.45 eV. The calculation puts the max |F| at 0.0388 hartree/bohr. As for the total charge: 0. The SMILES is O=CO[C@H](CC(=O)F)CP(=O)(O)O.CC#N.CC#N.CC#N.CC#N.CC#N.CC#N. For the orbital gap, the calculation gives 10.93 eV. The electronic energy is -1884.6466 a.u.

***

DFT (the ωB97M-V functional and the def2-TZVPD basis) results for C20H30ClN3O3 in the gas phase at a distorted geometry.

The geometry in XYZ format:
```
57
Properties=species:S:1:pos:R:3:mulliken_charge:R:1
C -5.159 -0.755 -2.612 -1.46
C -3.724 -0.457 -2.140 -0.30
C -3.561 -0.228 -0.610 0.30
C -4.446 0.946 -0.124 -1.66
C -2.066 -0.066 -0.178 -0.24
C -1.888 0.170 1.354 -1.32
C -0.456 0.030 1.873 0.46
O -0.071 -1.052 2.303 -0.67
N 0.336 1.108 1.774 0.03
C 1.769 1.197 2.115 0.93
C 2.002 0.929 3.640 -0.94
O 1.195 1.760 4.462 -0.54
C 2.618 0.283 1.208 -1.12
C 2.740 1.020 -0.131 -0.31
C 2.663 2.520 0.205 0.59
C 3.968 3.271 -0.113 -1.80
C 2.264 2.598 1.695 -1.67
N -1.221 -1.176 -0.643 0.08
C -0.338 -1.121 -1.650 0.68
O -0.287 -0.179 -2.437 -0.68
C 0.610 -2.283 -1.767 0.57
C 1.134 -2.642 -3.017 -0.52
N 2.006 -3.669 -3.192 -0.62
C 2.389 -4.369 -2.094 -0.19
C 1.930 -4.075 -0.811 0.00
Cl 2.468 -4.990 0.548 -0.21
C 1.031 -3.020 -0.646 -0.52
H -5.167 -1.034 -3.666 0.42
H -5.599 -1.581 -2.052 0.33
H -5.812 0.111 -2.508 0.34
H -3.107 -1.299 -2.453 0.23
H -3.333 0.404 -2.686 0.35
H -3.931 -1.132 -0.121 0.26
H -4.136 1.891 -0.571 0.36
H -5.495 0.794 -0.376 0.45
H -4.421 1.062 0.958 0.39
H -1.704 0.852 -0.656 0.37
H -2.251 1.157 1.637 0.58
H -2.491 -0.549 1.908 0.33
H -0.050 1.918 1.321 0.33
H 1.755 -0.106 3.883 0.38
H 3.050 1.067 3.910 0.50
H 0.565 2.199 3.885 0.39
H 3.612 0.145 1.638 0.50
H 2.193 -0.713 1.082 0.30
H 3.657 0.741 -0.655 0.50
H 1.913 0.744 -0.788 -0.11
H 1.868 2.969 -0.395 0.34
H 4.814 2.859 0.439 0.38
H 4.207 3.210 -1.176 0.44
H 3.887 4.328 0.143 0.42
H 1.508 3.369 1.851 0.42
H 3.126 2.889 2.299 0.37
H -1.199 -1.993 -0.053 0.32
H 0.859 -2.095 -3.909 0.47
H 3.086 -5.179 -2.253 0.38
H 0.690 -2.776 0.352 0.38
```

The calculation puts the HOMO energy at -9.61 eV. The calculation puts the max |F| at 0.0307 hartree/bohr. As for the total charge: 0. The SMILES is CC[C@H](C)[C@@H](CC(=O)N[C@@]1(CO)CC[C@H](C)C1)NC(=O)c1cncc(Cl)c1. For the orbital gap, the calculation gives 9.86 eV. The electronic energy is -1630.3349 a.u.

***

DFT (the ωB97M-V functional and the def2-TZVPD basis) results for a gas-phase ion, C4H9O2 (charge -1).

The geometry in XYZ format:
```
15
Properties=species:S:1:pos:R:3:mulliken_charge:R:1
C 1.448 -0.800 -0.586 -1.07
C 0.791 -0.897 0.796 -0.37
C -0.617 -0.259 0.849 -0.57
O -0.594 1.116 0.668 -0.41
C -1.273 1.578 -0.693 -0.36
O -0.862 0.979 -1.744 -0.74
H 2.363 -1.393 -0.656 0.35
H 1.618 0.255 -0.791 0.24
H 0.746 -1.136 -1.350 0.27
H 0.722 -1.947 1.106 0.32
H 1.411 -0.306 1.478 0.23
H -1.261 -0.754 0.105 0.34
H -1.060 -0.499 1.830 0.32
H -2.356 1.394 -0.421 0.27
H -1.074 2.669 -0.592 0.18
```

The calculation puts the HOMO energy at -2.80 eV. The calculation puts the max |F| at 0.0129 hartree/bohr. As for the total charge: -1. The SMILES is CCCOC[O-]. For the orbital gap, the calculation gives 7.17 eV. The electronic energy is -308.2727 a.u.